Molecular formula: C18H29N2O2P2STl
Method: DFT, wB97M-V/def2-TZVPD

```
! RIJCOSX wB97M-V def2-TZVPD def2/J DEFGRID3
* xyz 0 1
C 0.456 -1.024 -4.368
C 0.426 -0.388 -3.099
N 0.522 -1.146 -1.958
C 0.508 -2.476 -2.035
C 0.516 -3.147 -3.268
C 0.494 -2.406 -4.445
C 0.224 1.035 -3.000
P 0.516 1.844 -1.439
Tl 1.108 0.318 0.583
P 0.000 -2.317 0.714
C 0.517 -3.306 -0.752
C 0.112 1.863 2.099
C 1.045 2.635 2.758
C 0.877 2.791 4.152
C -0.265 2.311 4.799
C -1.273 1.688 4.036
C -1.098 1.486 2.643
O -2.585 0.755 -3.293
O -3.089 -1.053 -1.533
H 0.469 -0.389 -5.252
H 0.531 -4.232 -3.259
H 0.508 -2.908 -5.407
C 1.980 2.944 -1.523
C -0.881 3.002 -1.269
H -0.167 -4.164 -0.868
H 1.545 -3.664 -0.573
H -1.604 0.891 -3.470
H 0.315 1.626 -3.926
C 0.883 -3.174 2.070
C -1.702 -2.972 0.914
H 1.942 3.047 2.283
H 1.669 3.273 4.740
H -0.354 2.428 5.883
H -2.168 1.324 4.543
H -1.892 0.989 2.063
H -3.844 0.664 -0.205
H -3.738 -1.695 -1.878
H -2.876 -0.431 -2.299
H -3.046 0.885 -4.133
H -3.480 0.309 0.372
H 1.819 3.710 -2.296
H 2.119 3.434 -0.547
H 2.879 2.355 -1.756
H -0.641 3.921 -1.827
H -1.786 2.527 -1.678
H -1.039 3.229 -0.205
H -1.697 -4.074 0.936
H -2.118 -2.584 1.856
H -2.319 -2.599 0.082
H 0.970 -4.249 1.862
H 1.871 -2.709 2.191
H 0.313 -3.032 2.997
S 3.339 0.475 4.692
C 3.159 0.190 3.123
N 3.050 -0.040 1.938
*
```

Computed properties:
- orbital gap (eV) = 5.6
- M (Da) = 603.84

***

Molecular formula: C3H7BF3O2P
Method: DFT, wB97M-V/def2-TZVPD

```
! RIJCOSX wB97M-V def2-TZVPD def2/J DEFGRID3
* xyz 0 1
O 1.893 1.899 0.682
P 2.546 0.648 0.205
B 1.265 -0.782 -0.071
C -0.015 -0.514 -0.935
C -1.196 -0.486 0.049
O -0.667 -0.578 1.371
C -2.055 0.807 -0.026
F -3.357 0.486 0.141
F -1.742 1.690 0.908
F -1.967 1.417 -1.218
H 3.584 0.120 1.000
H 3.246 0.733 -1.025
H 1.490 -1.851 0.402
H 0.028 0.404 -1.523
H -0.117 -1.355 -1.635
H -1.909 -1.290 -0.150
H -1.028 -1.346 1.827
*
```

Computed properties:
- orbital gap (eV) = 9.3
- M (Da) = 173.87
- SMILES = O=[PH2]BC[C@@H](O)C(F)(F)F

***

Molecular formula: C4H9NO
Method: DFT, wB97M-V/def2-TZVPD

```
! RIJCOSX wB97M-V def2-TZVPD def2/J DEFGRID3
* xyz 0 1
C -1.820 -0.235 -0.224
C -0.671 0.808 -0.094
O -0.429 1.192 1.233
C 0.561 0.021 -0.548
C 1.953 0.110 -0.031
N 0.984 -0.760 0.611
H -2.459 -0.184 0.659
H -2.430 -0.092 -1.123
H -1.429 -1.263 -0.276
H -0.896 1.702 -0.694
H 0.108 0.400 1.534
H 0.434 -0.484 -1.504
H 2.314 0.933 0.582
H 2.714 -0.393 -0.623
H 1.067 -1.757 0.499
*
```

Computed properties:
- orbital gap (eV) = 10.6
- M (Da) = 87.12
- SMILES = C[C@@H](O)[C@H]1CN1

***

Molecular formula: CH4NP
Method: DFT, wB97M-V/def2-TZVPD

```
! RIJCOSX wB97M-V def2-TZVPD def2/J DEFGRID3
* xyz 0 1
C 0.598 0.111 0.035
N -0.663 0.538 0.000
P -2.038 -0.112 -0.054
H 1.258 0.372 -0.737
H 0.727 -1.603 0.266
H 1.092 0.629 0.838
H -2.724 1.101 -0.563
*
```

Computed properties:
- orbital gap (eV) = 8.1
- M (Da) = 61.02

***

> Which value of M does entry 2 give?

173.87 Da

***

> The lowest orbital gap belongs to which entry?

C18H29N2O2P2STl

***

> Which value of orbital gap does entry 4 give?

8.1 eV